A 4-piece molecular cluster, C5H18O3 overall in a non-equilibrium geometry. Source: the Open Molecules 2025 dataset; level of theory: wB97M-V/def2-TZVPD.

```
! wB97M-V def2-TZVPD RIJCOSX def2/J DEFGRID3
* xyz 0 1
C -1.89946 -1.12741 1.26512
C -1.48828 0.03858 0.37411
C -0.49407 1.03063 1.01993
C -0.33923 2.27450 0.12732
C 0.83738 0.37731 1.41738
H -1.69574 -0.84141 2.29851
H -2.92605 -1.45372 1.13056
H -1.25539 -1.97957 1.03617
H -1.03960 -0.25800 -0.57135
H -2.31951 0.70333 0.10873
H -0.93038 1.44503 1.93780
H 0.67798 2.65614 0.04935
H -0.99499 3.06778 0.49408
H -0.69109 2.14353 -0.90071
H 0.70498 -0.70237 1.36750
H 1.19343 0.69948 2.39056
H 1.61164 0.62133 0.68217
O 0.05234 0.63243 -3.20813
H 0.89251 0.37597 -2.80001
H -0.21996 1.50005 -2.86374
O 1.32996 -2.84133 -0.27588
H 1.79833 -2.41162 0.42225
H 0.40306 -3.06532 -0.04728
O 2.39575 -0.63905 -1.98028
H 2.06044 -1.41897 -2.42201
H 2.33596 -0.82731 -1.05215
*
```

As for the HOMO energy: -10.8 eV. The value obtained for the HOMO-LUMO gap is 0.417 hartree. The molar mass is 126.20 g mol⁻¹. The structure (SMILES) is CCC(C)C.O.O.O. The calculation puts the energy above the lowest of the compared OMol25 structures with the same formula, charge and spin at 10.0 kcal/mol. The calculation puts the total energy at -427.00045 hartree. For the strongest force on any atom, the calculation gives 1.77 eV/A.

C5H19BN2O2Sb as an isolated structure. Source: the Open Molecules 2025 dataset; level of theory: wB97M-V/def2-TZVPD.

```
! wB97M-V def2-TZVPD RIJCOSX def2/J DEFGRID3
* xyz -1 1
N 5.28894 0.50756 0.70175
C 3.90251 0.03967 0.86203
C 2.95478 0.33920 -0.30038
C 1.79706 -0.65349 -0.38872
C 0.68410 -0.22667 -1.34685
Sb -1.32760 -0.17450 -0.43585
N -0.86078 -2.03996 0.54718
C -3.31733 -0.22289 0.56391
B -4.37326 0.90359 0.37583
O -5.63523 0.75806 0.94858
O -4.15351 2.10998 -0.30104
H 5.29787 1.52228 0.70194
H 5.62619 0.23620 -0.21653
H 3.92462 -1.03688 1.04930
H 3.51694 0.50430 1.77202
H 2.54415 1.34850 -0.19131
H 3.52736 0.33557 -1.23663
H 1.38716 -0.81891 0.61324
H 2.20417 -1.62215 -0.69884
H 0.85218 0.79704 -1.69537
H 0.62853 -0.87094 -2.22728
H -0.62836 0.65556 0.97853
H -1.66516 1.35460 -1.25426
H -2.02789 -1.09996 -1.81145
H -1.06810 -2.77634 -0.12705
H -1.55224 -2.16816 1.28339
H -3.14050 -0.32235 1.64282
H -3.77460 -1.17174 0.25660
H -6.03868 1.62116 1.09280
H -4.57333 2.17167 -1.15837
*
```

As for the HOMO energy: -3.6 eV. The value obtained for the HOMO-LUMO gap is 0.238 hartree. The molar mass is 271.79 g mol⁻¹. The calculation puts the total energy at -726.97263 hartree. For the strongest force on any atom, the calculation gives 0.39 eV/A.

C5H19GaN2O as an isolated structure in a non-equilibrium geometry. Source: the Open Molecules 2025 dataset; level of theory: wB97M-V/def2-TZVPD.

```
! wB97M-V def2-TZVPD RIJCOSX def2/J DEFGRID3
* xyz 0 1
C 3.59369 0.51432 0.62867
C 2.09632 0.24048 0.85383
C 1.23229 0.90919 -0.21641
Ga -0.76370 0.48813 -0.01184
N -1.77036 1.97641 0.77104
C -0.99242 -1.14286 1.21559
N -1.18802 -2.38819 0.44862
C -0.00546 -2.81293 -0.27750
H 3.86743 1.48267 1.04515
H 4.17480 -0.24351 1.15681
H 3.84034 0.49936 -0.43010
H 1.83115 0.58424 1.85535
H 1.92781 -0.83541 0.84383
H 1.60168 0.55600 -1.18231
H 1.35435 1.99475 -0.15771
H -1.39681 0.02408 -1.49161
H -1.92522 2.65610 0.03277
H -2.67589 1.61356 1.05898
H -1.91128 -0.96005 1.78205
H -0.19418 -1.20910 1.96900
H -1.51001 -3.11936 1.06978
H 0.65511 -3.48591 0.28472
H 0.58487 -1.97009 -0.62829
H -0.32215 -3.37163 -1.16375
O -2.91886 2.05806 -2.20389
H -3.33558 1.19332 -1.96928
H -3.55215 2.79177 -2.32804
H -2.29773 1.95659 -2.95544
*
```

As for the HOMO energy: -6.7 eV. The value obtained for the HOMO-LUMO gap is 0.179 hartree. The molar mass is 192.94 g mol⁻¹. The calculation puts the energy above the lowest of the compared OMol25 structures with the same formula, charge and spin at 13.5 kcal/mol. The calculation puts the total energy at -2311.23467 hartree. For the strongest force on any atom, the calculation gives 1.24 eV/A.

A 5-piece molecular cluster, C5H19NO6 overall in a non-equilibrium geometry. Source: the Open Molecules 2025 dataset; level of theory: wB97M-V/def2-TZVPD.

```
! wB97M-V def2-TZVPD RIJCOSX def2/J DEFGRID3
* xyz 0 1
C -3.20696 -0.45753 0.62580
C -1.86010 0.21843 0.32085
C -0.66760 -0.74862 0.32334
C -0.78776 -1.63797 -0.90755
O -0.01317 -2.51410 -1.20312
N 0.52112 0.11841 0.18154
C 1.75319 -0.20014 0.90836
O 2.82780 -0.54620 0.01781
H -3.01232 -1.24822 1.34374
H -3.69447 -0.88551 -0.25247
H -3.89042 0.26688 1.05918
H -1.67626 0.92612 1.12046
H -1.90463 0.78117 -0.61267
H -0.55268 -1.21390 1.29007
H -1.64572 -1.45087 -1.57952
H 0.68705 0.46023 -0.75823
H 2.06117 0.69703 1.43582
H 1.57154 -1.10325 1.48312
H 2.63882 -0.25314 -0.88682
O -0.02511 2.57711 2.78186
H 0.47063 2.08391 3.45106
H -0.48521 1.90773 2.25825
O 1.77403 0.48553 -2.39453
H 1.94452 0.19344 -3.29873
H 1.75131 1.45341 -2.45504
O 1.88901 -3.33200 0.76888
H 1.30923 -2.86064 0.14611
H 2.75877 -2.95202 0.57597
O -0.20554 2.69744 -2.07102
H -0.01084 2.97734 -1.16128
H -0.31939 3.55995 -2.51126
*
```

As for the HOMO energy: -8.8 eV. The value obtained for the HOMO-LUMO gap is 0.328 hartree. The molar mass is 189.21 g mol⁻¹. The structure (SMILES) is CC[C@@H](C=O)NCO.O.O.O.O. The calculation puts the energy above the lowest of the compared OMol25 structures with the same formula, charge and spin at 54.7 kcal/mol. The calculation puts the total energy at -708.06367 hartree. For the strongest force on any atom, the calculation gives 2.61 eV/A.

A 5-piece molecular cluster, C5H20 overall in a non-equilibrium geometry. Source: the Open Molecules 2025 dataset; level of theory: wB97M-V/def2-TZVPD.

```
! wB97M-V def2-TZVPD RIJCOSX def2/J DEFGRID3
* xyz -1 2
C 1.47793 1.34467 -1.60181
H 1.00929 1.39118 -2.57894
H 1.03742 1.88207 -0.77567
H 1.59226 0.28686 -1.35647
H 2.53980 1.62360 -1.61884
C -0.36840 2.71763 1.44959
H 0.62121 2.27922 1.58145
H -0.84735 2.87182 2.41836
H -0.19287 3.69741 1.00088
H -1.02657 2.08872 0.85787
C 1.33523 -1.57859 2.02964
H 1.38869 -0.62990 2.56252
H 1.63103 -2.44466 2.61887
H 0.29615 -1.67098 1.71201
H 1.94835 -1.52546 1.13052
C 0.27203 -2.22595 -1.19268
H 0.36205 -1.41590 -0.48489
H 0.00339 -3.12262 -0.61578
H -0.70099 -2.14581 -1.68525
H 1.10453 -2.36937 -1.87119
C -2.65417 -0.25404 -0.70888
H -2.94785 0.63250 -0.13391
H -2.87309 -1.07815 -0.03394
H -3.34068 -0.19869 -1.56166
H -1.66737 -0.15557 -1.14180
*
```

As for the HOMO energy (alpha / beta): 1.4 / -9.2 eV. The value obtained for the HOMO-LUMO gap (alpha / beta) is 0.102 / 0.481 hartree. The molar mass is 80.21 g mol⁻¹. The expectation value of S² is 0.750. The calculation puts the energy above the lowest of the compared OMol25 structures with the same formula, charge and spin at 5.1 kcal/mol. The calculation puts the total energy at -202.39344 hartree. For the strongest force on any atom, the calculation gives 1.93 eV/A.

C5H20AgCl2N8O5 as an isolated structure in a non-equilibrium geometry. Source: the Open Molecules 2025 dataset; level of theory: wB97M-V/def2-TZVPD.

```
! wB97M-V def2-TZVPD RIJCOSX def2/J DEFGRID3
* xyz 0 2
Ag -0.17026 -0.14220 -0.37458
Cl 0.37852 2.20650 0.87914
Cl -0.11673 -2.42277 -1.61128
C -2.39770 0.59209 -2.88224
O -1.37367 1.06361 -2.00879
H -3.34432 0.99029 -2.51697
H -2.27803 1.02047 -3.87736
H -2.43156 -0.49734 -2.89267
H -1.64699 1.96712 -1.83401
C 2.28955 0.74464 -2.66701
O 1.37101 1.02897 -2.01167
N 3.15660 1.57880 -3.21940
N 2.59169 -0.45496 -3.04911
H 3.86475 1.19886 -3.83117
H 2.98498 2.57257 -3.16398
H 2.08977 -1.18244 -2.56028
H 3.40162 -0.53692 -3.64694
C -3.43487 0.25026 0.71086
O -2.30629 -0.00340 0.18825
N -4.27842 -0.60711 1.27736
N -4.04891 1.35028 0.49310
H -4.19937 -1.58285 1.52594
H -5.11974 -0.12875 1.56624
H -5.00173 1.53176 0.77468
H -3.63777 2.10318 -0.04001
C -0.51543 -0.94116 2.87098
O -0.24725 -1.00669 1.71151
N -1.40672 -1.65736 3.41647
N -0.01691 -0.07725 3.66933
H -1.99610 -2.27909 2.88153
H -1.47262 -1.72306 4.42218
H 0.63264 0.50008 3.15466
H -0.58758 0.23812 4.44067
C 3.18529 -0.69709 0.74610
O 2.09606 -0.59451 0.25718
N 3.41478 -1.18322 1.93878
N 4.28378 -0.20033 0.33308
H 4.30706 -1.64939 2.02019
H 2.60144 -1.54700 2.41443
H 4.29882 0.42901 -0.45674
H 5.08061 -0.25171 0.95155
*
```

As for the HOMO energy (alpha / beta): -8.1 / -7.7 eV. The value obtained for the HOMO-LUMO gap (alpha / beta) is 0.312 / 0.233 hartree. The molar mass is 451.04 g mol⁻¹. The expectation value of S² is 0.754. The calculation puts the energy above the lowest of the compared OMol25 structures with the same formula, charge and spin at 84.7 kcal/mol. The calculation puts the total energy at -2084.13499 hartree. For the strongest force on any atom, the calculation gives 7.45 eV/A.

C5H20BrCdN10O5 as an isolated structure in a non-equilibrium geometry. Source: the Open Molecules 2025 dataset; level of theory: wB97M-V/def2-TZVPD.

```
! wB97M-V def2-TZVPD RIJCOSX def2/J DEFGRID3
* xyz 1 1
Cd -1.17066 -0.31926 1.57123
Br -4.23880 -2.16689 3.60241
C 2.09498 -4.43688 1.85787
O 1.52287 -3.41463 2.19917
N 1.59885 -5.49452 2.30863
N 3.15407 -4.48911 1.13485
H 2.01118 -6.37598 2.03824
H 0.67500 -5.34713 2.68924
H 3.35543 -5.41311 0.78023
H 3.59974 -3.62856 0.85034
C -3.42581 4.02942 -0.82277
O -3.17095 3.23181 0.05690
N -4.46453 3.91284 -1.58941
N -2.57169 4.91100 -1.25069
H -4.78346 4.53229 -2.32062
H -4.98012 3.04436 -1.59242
H -2.95969 5.43817 -2.01987
H -1.62936 5.07503 -0.92637
C 2.86922 0.67609 -2.38853
O 2.02305 0.92215 -1.48553
N 4.19971 0.53766 -2.21349
N 2.54963 0.39650 -3.60488
H 4.44013 0.74927 -1.25562
H 4.97841 0.43677 -2.84874
H 3.35274 0.04133 -4.10383
H 1.95729 1.11211 -4.00130
C 1.34291 3.52024 4.73581
O 0.76323 2.47523 4.39489
N 0.72734 4.61761 5.21506
N 2.60796 3.71153 4.57598
H -0.11087 4.51262 5.76865
H 1.21940 5.49213 5.32990
H 2.93930 4.65643 4.44378
H 3.21369 2.95954 4.27981
C -2.84590 -3.46466 -2.84138
O -2.48516 -2.69314 -2.00732
N -4.04076 -3.99254 -2.78225
N -2.02960 -3.68479 -3.84708
H -4.11004 -4.79064 -3.39734
H -4.58459 -3.97514 -1.93136
H -2.42712 -4.13678 -4.65810
H -1.16704 -3.16838 -3.94412
*
```

As for the HOMO energy: -11.7 eV. The value obtained for the HOMO-LUMO gap is 0.138 hartree. The molar mass is 492.60 g mol⁻¹. The calculation puts the energy above the lowest of the compared OMol25 structures with the same formula, charge and spin at 257.6 kcal/mol. The calculation puts the total energy at -3867.73270 hartree. For the strongest force on any atom, the calculation gives 6.80 eV/A.

C5H20FN10O5Ti as an isolated structure in a non-equilibrium geometry. Source: the Open Molecules 2025 dataset; level of theory: wB97M-V/def2-TZVPD.

```
! wB97M-V def2-TZVPD RIJCOSX def2/J DEFGRID3
* xyz 0 4
Ti 38.17797 13.71805 -2.79032
F 37.35877 13.00732 -0.77306
C 36.30867 13.65459 -5.78278
O 36.84187 13.80253 -4.69895
N 35.58020 12.52923 -6.06691
N 36.41777 14.53843 -6.82256
H 35.20505 11.98994 -5.30718
H 35.21240 12.39385 -6.98999
H 36.11943 14.27061 -7.74147
H 37.12399 15.24260 -6.70437
C 38.93797 11.20974 -4.98528
O 38.72450 11.54212 -3.83141
N 38.86397 9.91191 -5.40110
N 39.40657 12.08166 -5.92780
H 38.92850 9.67175 -6.36995
H 38.77220 9.24946 -4.65308
H 39.51177 11.80380 -6.88592
H 39.66978 13.01517 -5.67290
C 40.99701 14.91839 -4.78034
O 39.92331 14.80949 -4.20210
N 41.08057 14.98744 -6.14618
N 42.17049 15.10399 -4.11915
H 40.21225 15.11132 -6.63278
H 41.97616 15.03487 -6.59589
H 43.02269 15.46153 -4.50099
H 42.01860 14.90866 -3.13731
C 38.85709 16.91675 -1.71053
O 38.03488 16.03784 -1.86582
N 39.56522 17.48062 -2.74603
N 39.32376 17.32402 -0.47424
H 39.42691 17.02419 -3.62982
H 40.41892 17.93917 -2.48885
H 38.90982 16.76230 0.25603
H 39.35826 18.31914 -0.32361
C 34.33770 14.40440 0.05029
O 33.15147 14.69690 0.09376
N 34.98469 13.44650 0.76824
N 35.23943 15.06302 -0.75299
H 35.78267 12.96700 0.34877
H 34.41616 12.86671 1.36157
H 35.01842 15.84050 -1.34286
H 36.12924 14.61244 -0.90633
*
```

As for the HOMO energy (alpha / beta): -3.1 / -7.9 eV. The value obtained for the HOMO-LUMO gap (alpha / beta) is 0.112 / 0.279 hartree. The molar mass is 367.14 g mol⁻¹. The expectation value of S² is 3.752. The calculation puts the energy above the lowest of the compared OMol25 structures with the same formula, charge and spin at 1.6 kcal/mol. The calculation puts the total energy at -2075.76582 hartree. For the strongest force on any atom, the calculation gives 1.69 eV/A.